# C74H144N6O21

11 unconnected molecules or ions with the total composition C74H144N6O21 in a non-equilibrium geometry (ωB97M-V/def2-TZVPD, the Open Molecules 2025 dataset).

```
245
Properties=species:S:1:pos:R:3
C 2.149 4.157 -6.729
C 3.009 3.563 -5.565
C 4.338 4.242 -5.334
O 4.331 4.306 -3.957
C 3.133 3.944 -3.402
O 2.889 3.960 -2.196
O 2.291 3.696 -4.355
H 2.117 5.245 -6.659
H 1.187 3.656 -6.624
H 2.555 3.779 -7.667
H 3.257 2.511 -5.707
H 4.272 5.262 -5.712
H 5.199 3.713 -5.743
C -0.802 5.378 -1.280
C -0.962 5.859 -2.717
C -0.584 4.852 -3.843
O -1.840 4.437 -4.392
C -2.793 5.187 -3.886
O -3.972 5.227 -4.227
O -2.348 5.936 -2.825
H 0.248 5.250 -1.015
H -1.309 4.427 -1.118
H -1.268 6.098 -0.607
H -0.487 6.834 -2.826
H -0.206 3.906 -3.456
H 0.040 5.357 -4.581
C 3.645 -6.407 2.620
C 3.401 -5.099 1.966
C 2.215 -5.107 0.991
O 1.575 -3.844 1.286
C 2.097 -3.340 2.448
O 1.638 -2.368 2.960
O 3.007 -4.139 2.957
H 2.645 -6.691 2.947
H 4.304 -6.344 3.485
H 3.956 -7.143 1.879
H 4.341 -4.822 1.489
H 1.630 -6.026 0.978
H 2.694 -5.133 0.012
C 2.288 -3.021 -3.657
C 2.526 -1.582 -4.212
C 2.999 -0.605 -3.187
O 4.265 -0.157 -3.698
C 4.492 -0.703 -4.929
O 5.528 -0.485 -5.619
O 3.631 -1.723 -5.102
H 3.227 -3.429 -3.282
H 1.982 -3.764 -4.393
H 1.668 -2.984 -2.761
H 1.697 -1.083 -4.713
H 3.173 -1.039 -2.202
H 2.288 0.207 -3.032
C 4.095 3.919 1.108
C 5.271 4.857 1.263
C 6.097 4.936 -0.024
O 6.539 6.220 -0.048
C 5.759 7.001 0.785
O 5.656 8.207 0.765
O 4.828 6.198 1.350
H 3.365 4.273 0.380
H 3.491 3.884 2.015
H 4.378 2.885 0.910
H 5.933 4.566 2.078
H 5.513 4.730 -0.921
H 6.962 4.272 -0.015
C -5.707 -3.413 5.150
C -5.761 -1.885 5.167
C -5.439 -1.313 6.551
C -3.984 -1.224 6.993
C -3.196 -0.624 5.880
C -3.379 -1.171 4.420
N -4.847 -1.271 4.191
O -5.274 -1.406 2.893
C -2.777 -0.043 3.452
C -2.634 -2.551 4.154
C -7.216 -1.511 4.835
H -4.822 -3.707 5.715
H -5.612 -3.799 4.135
H -6.578 -3.963 5.508
H -5.976 -0.379 6.717
H -5.972 -2.005 7.203
H -3.652 -2.218 7.292
H -3.984 -0.571 7.866
H -2.122 -0.757 6.008
H -3.417 0.441 5.812
H -3.404 0.847 3.414
H -1.761 0.237 3.731
H -2.737 -0.435 2.436
H -3.167 -3.086 3.368
H -1.584 -2.455 3.877
H -2.748 -3.108 5.083
H -7.526 -1.985 3.904
H -7.330 -0.433 4.727
H -7.885 -1.777 5.653
H -5.554 -0.500 2.742
C -0.563 0.972 -4.080
C -0.956 0.543 -2.606
C -1.129 -0.988 -2.522
C -1.087 -1.606 -1.124
C 0.198 -1.162 -0.431
C 0.314 0.421 -0.268
N 0.143 0.994 -1.629
O 0.396 2.317 -1.647
C -0.647 1.000 0.825
C 1.794 0.624 0.134
C -2.311 1.067 -2.152
H -1.125 0.427 -4.838
H 0.480 0.709 -4.259
H -0.691 2.041 -4.246
H -2.092 -1.264 -2.951
H -0.343 -1.331 -3.195
H -1.168 -2.693 -1.128
H -1.951 -1.275 -0.547
H 1.016 -1.647 -0.963
H 0.297 -1.634 0.546
H -1.707 0.939 0.581
H -0.518 0.597 1.830
H -0.532 2.076 0.954
H 2.113 1.605 0.487
H 2.163 -0.113 0.847
H 2.464 0.441 -0.706
H -2.206 2.032 -1.656
H -2.622 0.426 -1.327
H -3.069 1.222 -2.920
H 1.265 2.421 -2.042
C -1.026 -5.834 -9.980
C -1.123 -5.598 -8.431
C 0.305 -5.503 -7.929
C 0.459 -5.324 -6.378
C -0.369 -4.012 -5.928
C -1.792 -3.862 -6.501
N -1.869 -4.380 -7.937
O -3.047 -4.140 -8.537
C -2.767 -4.521 -5.498
C -2.049 -2.375 -6.474
C -1.744 -6.892 -7.866
H -0.416 -6.659 -10.351
H -0.521 -5.019 -10.499
H -2.028 -5.955 -10.392
H 0.813 -6.421 -8.227
H 0.846 -4.769 -8.525
H 1.496 -5.239 -6.054
H 0.123 -6.173 -5.783
H 0.244 -3.172 -6.255
H -0.394 -4.052 -4.839
H -2.770 -4.038 -4.521
H -3.788 -4.580 -5.875
H -2.594 -5.596 -5.455
H -1.894 -1.957 -5.479
H -1.653 -1.739 -7.266
H -3.125 -2.330 -6.639
H -1.622 -6.913 -6.783
H -1.281 -7.800 -8.250
H -2.791 -6.989 -8.156
H -2.814 -3.396 -9.097
C 1.351 -1.159 6.539
C 1.838 0.286 6.257
C 1.378 0.493 4.819
C 1.514 1.924 4.257
C 0.705 2.838 5.183
C 0.916 2.650 6.769
N 1.059 1.209 7.122
O 1.101 0.923 8.489
C 2.161 3.383 7.256
C -0.270 3.230 7.467
C 3.358 0.363 6.429
H 1.397 -1.535 7.561
H 1.725 -1.942 5.879
H 0.274 -1.099 6.381
H 1.903 -0.057 4.038
H 0.334 0.225 4.653
H 1.026 2.003 3.285
H 2.558 2.223 4.164
H -0.342 2.770 4.887
H 1.008 3.865 4.983
H 2.147 4.422 6.925
H 2.066 3.392 8.342
H 3.071 2.859 6.965
H -1.192 2.650 7.422
H -0.029 3.363 8.522
H -0.560 4.175 7.008
H 3.855 1.051 5.744
H 3.836 -0.594 6.225
H 3.586 0.655 7.454
H 0.432 0.242 8.596
C -8.441 2.382 -3.272
C -8.321 1.115 -2.468
C -7.149 0.261 -3.086
C -5.778 0.637 -2.444
C -5.864 0.393 -0.971
C -6.975 1.344 -0.262
N -8.263 1.227 -1.000
O -9.243 2.126 -0.561
C -7.299 0.813 1.145
C -6.439 2.808 -0.258
C -9.634 0.310 -2.722
H -8.625 2.169 -4.325
H -7.587 3.059 -3.287
H -9.374 2.872 -2.994
H -7.424 -0.779 -2.908
H -7.020 0.295 -4.168
H -5.496 1.677 -2.609
H -5.066 -0.088 -2.838
H -4.922 0.437 -0.425
H -6.210 -0.641 -0.951
H -7.968 1.514 1.645
H -7.633 -0.219 1.248
H -6.421 0.895 1.787
H -6.525 3.276 -1.238
H -7.131 3.466 0.268
H -5.445 2.882 0.183
H -9.691 -0.589 -2.109
H -9.896 -0.015 -3.729
H -10.495 0.902 -2.412
H -8.883 2.914 -0.976
C 5.469 -0.150 0.613
C 5.756 -0.147 2.082
C 6.042 -1.638 2.373
C 6.698 -1.880 3.686
C 8.005 -1.079 3.750
C 7.857 0.500 3.568
N 6.945 0.655 2.425
O 6.763 2.028 2.117
C 7.243 1.043 4.898
C 9.208 1.168 3.270
C 4.460 0.281 2.863
H 6.421 -0.209 0.085
H 4.933 0.770 0.377
H 4.909 -0.989 0.202
H 5.082 -2.140 2.499
H 6.695 -2.030 1.594
H 6.805 -2.944 3.897
H 6.120 -1.449 4.503
H 8.584 -1.461 2.909
H 8.555 -1.427 4.625
H 7.893 1.836 5.268
H 6.228 1.436 4.837
H 7.163 0.284 5.676
H 9.652 0.838 2.331
H 9.060 2.245 3.187
H 9.967 0.956 4.023
H 4.505 0.244 3.951
H 3.636 -0.406 2.667
H 4.087 1.257 2.554
H 6.335 2.400 2.893
```

Results
Energy relative to the best compared isomer or geometry (same formula, charge and spin): 632.2 kJ/mol
Charge: 0
Gap between HOMO and LUMO: 7.86 eV
Electronic energy: -4814.20661 a.u.